[1]
{
  "formula": "C22H24O4",
  "method": "ωB97M-V with the def2-TZVPD basis set",
  "elements": ["C", "H", "C", "C", "C", "H", "H", "H", "H", "O", "C", "O", "C", "H", "C", "C", "C", "C", "C", "C", "C", "H", "H", "H", "H", "H", "H", "C", "C", "O", "O", "H", "H", "C", "C", "C", "C", "C", "C", "C", "H", "H", "H", "H", "H", "H", "H", "H", "H", "H"],
  "coordinates": [[-5.55750, -1.00878, 0.50784], [-6.02572, -0.99896, 1.48873], [-4.22430, -0.27503, 0.56065], [-3.48090, -0.31086, -0.77491], [-4.05599, 0.63695, -1.82003], [-4.02735, 1.66075, -1.45310], [-5.08337, 0.36593, -2.04284], [-3.47275, 0.57287, -2.73567], [-3.46826, -1.33228, -1.17730], [-2.12215, 0.06038, -0.48552], [-1.15739, -0.44371, -1.24451], [-1.33644, -1.13461, -2.21641], [0.21208, -0.12157, -0.69880], [0.92293, -0.07717, -1.52408], [0.32997, 1.05481, 0.29329], [1.35949, 2.08315, -0.05287], [2.66770, 1.70739, -0.34283], [3.61595, 2.66010, -0.66670], [3.27218, 4.00116, -0.70496], [1.97377, 4.38404, -0.41782], [1.02464, 3.43043, -0.09381], [0.01191, 3.73469, 0.12937], [1.69844, 5.42811, -0.44571], [4.01389, 4.74421, -0.95766], [4.62754, 2.35439, -0.89026], [2.94828, 0.66390, -0.31668], [-0.63129, 1.52951, 0.49099], [0.74913, 0.05857, 1.41394], [-0.23413, 0.02643, 2.54738], [-1.20820, -0.67512, 2.61506], [0.08027, 0.91624, 3.49829], [-0.58628, 0.91076, 4.20369], [1.74691, 0.26215, 1.79984], [0.62601, -1.11219, 0.42417], [1.84523, -1.94205, 0.15206], [2.01575, -2.51988, -1.10171], [3.13176, -3.28998, -1.37395], [4.09052, -3.49711, -0.39635], [3.91711, -2.94362, 0.85999], [2.79988, -2.17360, 1.13419], [2.66862, -1.76139, 2.12409], [4.65344, -3.11189, 1.63233], [4.96463, -4.09410, -0.61013], [3.25270, -3.73084, -2.35242], [1.26308, -2.37218, -1.86218], [-0.20177, -1.76970, 0.71138], [-4.38143, 0.76591, 0.84960], [-3.57957, -0.73461, 1.31277], [-5.41210, -2.04384, 0.20782], [-6.23695, -0.53776, -0.19824]],
  "e_lumo_ha": 0.02335,
  "e_homo_ha": -0.336,
  "e_above_lowest_kcal_mol": 1.6,
  "energy_ha": -1153.7266,
  "smiles": "CC[C@@H](C)OC(=O)[C@H]1[C@H](c2ccccc2)[C@@H](C(=O)O)[C@@H]1c1ccccc1",
  "max_force_ev_per_a": 0.64,
  "homo_lumo_gap_ha": 0.3596
}


[2]
{
  "formula": "C37H66F9N3O10PS",
  "method": "ωB97M-V with the def2-TZVPD basis set",
  "elements": ["C", "C", "O", "C", "N", "C", "C", "N", "P", "S", "C", "O", "C", "C", "C", "C", "C", "O", "C", "O", "C", "C", "C", "C", "C", "C", "C", "C", "C", "C", "C", "C", "C", "N", "H", "H", "H", "H", "H", "H", "H", "H", "H", "H", "H", "H", "H", "H", "H", "H", "H", "H", "H", "H", "H", "H", "H", "H", "H", "H", "H", "H", "H", "H", "H", "H", "H", "H", "H", "H", "H", "H", "H", "H", "H", "H", "H", "H", "H", "H", "H", "H", "H", "H", "H", "C", "C", "O", "C", "O", "C", "F", "F", "F", "H", "H", "H", "H", "H", "C", "C", "O", "C", "O", "C", "F", "F", "F", "H", "H", "H", "H", "H", "C", "C", "O", "C", "O", "C", "F", "F", "F", "H", "H", "H", "H", "H"],
  "coordinates": [[5.14701, 4.26908, 0.06703], [3.89722, 3.66965, 0.66783], [2.94670, 3.39080, -0.37388], [1.82200, 2.66733, 0.08234], [2.04604, 1.27219, -0.41016], [1.99465, 1.31317, -1.90994], [1.64195, 0.00632, -2.61703], [0.29026, 0.11025, -3.18485], [2.79054, -0.15847, -4.13063], [2.04361, -1.26368, -5.54133], [1.71703, -1.30232, -1.78997], [2.63627, -2.19563, -2.39021], [1.94122, -1.20203, -0.25987], [3.47161, -1.24846, 0.01753], [4.48605, -0.46624, -0.83921], [5.58712, -1.36446, -1.40464], [6.65569, -0.54030, -2.11317], [6.56190, -0.74887, -3.53504], [6.88645, 0.33815, -4.29176], [7.86002, 1.07899, -4.08168], [1.39114, -2.49685, 0.45616], [0.08467, -2.45386, 1.27422], [1.32764, -3.77907, -0.40844], [2.57706, -4.68500, -0.33591], [1.29173, 0.12944, 0.26421], [-0.22834, 0.18756, 0.04742], [-0.94018, 1.40611, -0.52843], [-2.46367, 1.21743, -0.54384], [-2.94352, -0.11116, -1.11343], [-3.05719, 2.35240, -1.38251], [1.69194, 0.20514, 1.77371], [0.72245, 0.69516, 2.83795], [-0.27107, 1.83708, 2.71701], [0.81260, 0.06636, 3.94610], [5.96001, 4.16668, 0.77509], [4.98643, 5.32253, -0.12074], [5.39955, 3.75140, -0.85091], [3.47224, 4.36594, 1.38614], [4.13422, 2.72714, 1.16912], [1.80268, 2.74372, 1.15897], [0.97158, 3.13480, -0.38475], [3.03372, 1.15483, -0.17614], [1.33580, 2.09640, -2.25790], [2.98244, 1.62414, -2.22746], [0.00443, -0.79561, -3.54060], [0.32366, 0.70032, -4.01119], [4.05145, -0.63526, -3.74780], [3.02779, 1.16853, -4.55215], [0.72853, -1.74480, -1.88064], [2.18041, -2.75104, -3.02672], [3.70194, -1.05858, 1.06010], [3.74060, -2.29100, -0.09833], [5.00923, 0.25199, -0.20327], [4.08905, 0.10253, -1.67241], [5.17590, -2.07423, -2.11073], [6.07603, -1.85828, -0.57165], [7.64650, -0.83878, -1.78801], [6.57512, 0.52166, -1.89070], [6.17877, 0.50561, -5.11421], [2.12596, -2.74817, 1.21559], [-0.00506, -3.40167, 1.78918], [0.03822, -1.68569, 2.03758], [-0.78973, -2.35770, 0.63815], [1.07305, -3.62543, -1.44885], [0.52136, -4.38946, -0.02147], [2.30257, -5.68987, -0.04375], [3.10384, -4.71254, -1.28268], [3.27417, -4.34156, 0.42237], [-0.74671, -0.04949, 0.96534], [-0.50178, -0.64894, -0.58511], [-0.79370, 2.25562, 0.13438], [-0.61374, 1.73541, -1.50777], [-2.81295, 1.38019, 0.47570], [-2.80880, -0.88569, -0.35800], [-4.01634, -0.04450, -1.25225], [-2.43589, -0.41145, -2.02028], [-4.12616, 2.41854, -1.21405], [-2.92320, 2.13167, -2.43923], [-2.58187, 3.30959, -1.18471], [1.99907, -0.76782, 2.12019], [2.59806, 0.80296, 1.89681], [-1.23667, 1.45762, 2.39599], [-0.42805, 2.27264, 3.69570], [-0.00329, 2.64695, 2.05048], [0.15315, 0.43438, 4.62365], [-2.10733, -1.67380, 10.26570], [-1.02280, -1.83827, 9.22455], [-1.58080, -1.87723, 7.89182], [-1.85306, -0.71298, 7.34109], [-1.68866, 0.37109, 7.81199], [-2.39697, -0.93379, 5.92107], [-3.29685, -1.90962, 5.87477], [-1.40437, -1.24557, 5.07438], [-2.96304, 0.17370, 5.44426], [-2.85711, -2.45806, 10.16214], [-1.67814, -1.72800, 11.26479], [-2.61318, -0.71479, 10.15896], [-0.51158, -2.78951, 9.34921], [-0.27718, -1.04755, 9.28907], [-5.62125, 1.88196, 3.64758], [-5.34244, 3.28860, 3.16471], [-6.21988, 3.65689, 2.08655], [-7.42658, 4.08101, 2.43983], [-7.84793, 4.18360, 3.54857], [-8.21914, 4.47460, 1.18184], [-8.08166, 3.56001, 0.21960], [-7.77011, 5.64173, 0.71196], [-9.50435, 4.60006, 1.46005], [-5.56814, 1.17658, 2.81692], [-4.89273, 1.59159, 4.40338], [-6.61730, 1.80484, 4.08116], [-4.33708, 3.35900, 2.75225], [-5.41916, 4.01344, 3.97386], [-2.76444, -2.60031, -9.14974], [-2.02424, -1.81319, -8.09058], [-2.66445, -1.93912, -6.80216], [-2.37081, -3.03449, -6.12229], [-1.64591, -3.91557, -6.46777], [-3.07220, -2.99911, -4.75618], [-4.33658, -2.60466, -4.85638], [-2.43826, -2.13695, -3.93135], [-3.05252, -4.19090, -4.18163], [-3.81050, -2.29623, -9.18815], [-2.31312, -2.43284, -10.12640], [-2.73819, -3.66802, -8.93557], [-2.04066, -0.75239, -8.32925], [-0.98144, -2.11818, -8.01622]],
  "charge": 1,
  "e_lumo_ha": -0.07692,
  "e_homo_ha": -0.423,
  "energy_ha": -4004.1853,
  "max_force_ev_per_a": 3.78,
  "homo_lumo_gap_ha": 0.3460
}